1.
Density functional theory data (wB97M-V/def2-TZVPD) for a 2-piece molecular cluster, C3H11NO overall.

Last column: natural (NBO) charge in e.
CARTESIAN COORDINATES (ANGSTROEM)
C -0.19206 1.05603 -2.31938  -0.644
C 0.10048 0.63169 -0.89801  -0.277
N -1.13934 0.61446 -0.10974  -0.089
C -1.19783 -0.39626 0.94015  -0.516
H 0.68945 1.18472 -2.94230  0.272
H -0.60134 2.06490 -2.22915  0.238
H -0.84225 0.35342 -2.83495  0.237
H 0.63115 1.42336 -0.31461  0.278
H 0.71643 -0.24656 -0.69942  0.274
H -2.01486 0.55752 -0.64313  0.419
H -2.15575 -0.36060 1.48975  0.263
H -1.29033 -1.44035 0.62724  0.293
H -0.49379 -0.18959 1.74093  0.248
H 1.64619 -0.82925 1.83509  0.446
H 1.71088 -2.27890 2.43984  0.480
O 2.23316 -1.57187 2.02267  -0.922

lowest unoccupied orbital energy (spin up / spin down) = -3.4 / -8.5 eV
expectation value of S² = 0.75
spin multiplicity = 2
total charge = +1

2.
Density functional theory data (wB97M-V/def2-TZVPD) for C12H14CrI2N2 as an isolated structure.

Last column: natural (NBO) charge in e.
CARTESIAN COORDINATES (ANGSTROEM)
C 0.04594 -3.45722 0.52890  -0.740
C 0.62738 -2.88823 1.94855  -0.719
H -0.94834 -3.70397 0.90235  0.250
H 0.68974 -4.40089 0.65712  0.281
H 0.15173 -3.39357 -0.56367  0.303
H 0.75278 -2.04105 2.64004  0.296
H -0.10373 -3.49965 2.46925  0.261
H 1.58607 -3.37385 1.87302  0.242
C -1.24511 -0.80922 -2.14265  0.088
C -1.81695 -0.11735 -3.19472  -0.313
C -1.75226 1.26892 -3.23891  -0.176
C -1.08641 1.93527 -2.20666  -0.199
H -1.27603 -1.89279 -2.02942  0.195
H -2.30356 -0.69292 -3.95907  0.221
H -2.19637 1.82365 -4.05139  0.221
H -0.98813 2.99962 -2.17527  0.215
N -0.60526 -0.14547 -1.17603  -0.515
C -0.51760 1.19628 -1.16594  0.115
C 0.18871 1.77105 -0.01717  0.102
N 0.62874 0.86675 0.88683  -0.505
C 1.29067 1.21771 1.98200  0.084
C 1.12078 3.53150 1.33189  -0.176
C 1.55018 2.55639 2.23936  -0.312
H 1.60351 0.39232 2.62718  0.196
H 2.08117 2.79671 3.13193  0.220
C 0.43389 3.12288 0.20064  -0.202
H 0.07909 3.81786 -0.54280  0.215
H 1.32568 4.57368 1.51714  0.220
Cr 0.20084 -1.13265 0.47502  0.883
I -2.09630 -0.91062 1.70939  -0.364
I 2.57916 -1.41113 -0.65689  -0.386

lowest unoccupied orbital energy (spin up / spin down) = -1.3 / -0.4 eV
expectation value of S² = 6.09
spin multiplicity = 5

3.
Density functional theory data (wB97M-V/def2-TZVPD) for a 9-piece molecular cluster, C52H76FN9O5 overall.

Last column: Mulliken charge in e.
CARTESIAN COORDINATES (ANGSTROEM)
C 2.40001 3.65492 0.32949  -1.052
C 3.60878 3.59315 -0.62300  -0.355
C 3.77996 2.25581 -1.36522  -0.631
O 3.18681 1.19408 -0.63085  -0.214
C 3.47188 -0.09369 -1.17696  -1.384
C 2.18808 -0.94608 -1.15235  -0.244
N 2.33525 -1.95405 -0.07765  -0.243
C 3.07173 -3.03087 -0.62029  -0.422
O 3.59919 -3.90060 0.03493  -0.674
C 3.05749 -2.92742 -2.16621  -0.610
C 4.41370 -2.84828 -2.87702  0.155
C 5.44428 -3.90939 -2.44307  -1.231
C 6.45659 -3.48222 -1.37216  -0.667
C 7.14217 -2.12157 -1.59066  -0.471
O 7.03582 -1.27901 -0.44181  -0.544
C 1.98507 -1.82035 -2.43609  2.945
C 0.61995 -2.52324 -2.39197  -2.016
C -0.62796 -1.64526 -2.42917  -1.316
O -0.83874 -0.84233 -1.25612  -0.394
C -1.34513 -1.46400 -0.17812  0.836
O -1.57727 -2.65665 -0.13027  -0.611
C -1.62983 -0.51558 0.96431  0.049
C -0.84128 -0.87497 2.24484  -1.192
C 2.23221 -0.96500 -3.69611  -0.515
F 1.81510 0.35395 -3.42612  -0.503
C 1.60542 -1.43619 -5.02839  -1.057
C 0.60609 -0.46355 -5.67029  -1.483
H 1.69479 2.84634 0.15707  0.154
H 1.88508 4.61060 0.21387  0.333
H 2.73294 3.61388 1.36935  0.224
H 4.54136 3.80029 -0.09268  0.284
H 3.50041 4.37887 -1.37388  0.455
H 3.30163 2.31271 -2.35184  0.296
H 4.85057 2.06622 -1.50821  0.332
H 3.87440 0.04461 -2.18194  0.633
H 4.24497 -0.55393 -0.55464  -0.134
H 1.38153 -0.25608 -0.92683  1.222
H 1.49762 -2.21207 0.42277  0.316
H 2.60323 -3.88087 -2.46913  0.590
H 4.22796 -2.99161 -3.94688  0.315
H 4.82030 -1.84185 -2.77439  -0.312
H 4.89423 -4.76413 -2.03786  0.351
H 5.97858 -4.26431 -3.32695  0.448
H 7.23325 -4.25408 -1.34638  0.328
H 6.00843 -3.48709 -0.37655  0.431
H 8.21526 -2.25054 -1.74839  0.398
H 6.75691 -1.60888 -2.47859  0.249
H 6.17534 -1.42076 -0.03738  0.296
H 0.55283 -3.16932 -1.51515  0.880
H 0.54691 -3.19215 -3.25374  0.713
H -1.50385 -2.27902 -2.58811  0.474
H -0.58694 -0.93474 -3.25155  0.393
H -1.42394 0.50449 0.64431  0.362
H -2.69618 -0.63366 1.16425  -0.140
H -1.47361 -1.41581 2.94614  0.361
H -0.48965 0.03984 2.72317  0.325
H 0.03964 -1.48452 2.04484  0.290
H 3.30895 -0.89903 -3.85510  0.930
H 1.14042 -2.41667 -4.93480  0.406
H 2.42386 -1.56717 -5.74171  0.476
H -0.03314 0.04369 -4.94999  0.373
H 1.10593 0.31139 -6.25270  0.373
H -0.04673 -1.00810 -6.35736  0.360
C -4.81593 -2.02866 -0.74714  -0.109
C -5.54084 -2.41090 -1.91052  -0.781
C -6.75702 -1.78478 -1.86570  -0.595
N -6.79701 -1.03707 -0.72003  0.047
C -5.61720 -1.17702 -0.03417  -0.646
H -3.82354 -2.34555 -0.47116  0.676
H -5.20578 -3.07470 -2.68978  0.408
H -7.59277 -1.80823 -2.54351  0.394
H -7.56987 -0.46409 -0.43600  0.217
H -5.45380 -0.65894 0.89654  0.402
C -10.13705 0.45541 2.73618  -0.692
C -10.45624 -0.75671 3.40563  -0.478
C -9.64879 -1.73447 2.88678  -1.066
N -8.85393 -1.16234 1.93407  0.161
C -9.14225 0.17270 1.83896  -0.315
H -10.58362 1.42236 2.89672  0.520
H -11.19116 -0.89809 4.18087  0.379
H -9.57915 -2.78588 3.10801  0.823
H -8.16249 -1.65133 1.39121  0.186
H -8.61930 0.81273 1.14786  0.431
C -15.11325 2.64071 2.13887  -0.356
C -14.26093 2.05674 1.16114  -0.580
C -13.48965 1.12173 1.79800  -0.322
N -13.84357 1.11799 3.11892  0.058
C -14.83101 2.04076 3.33644  -0.563
H -15.84776 3.41220 1.97997  0.393
H -14.21949 2.29719 0.11212  0.399
H -12.72431 0.46131 1.42862  0.413
H -13.43817 0.52832 3.82094  0.202
H -15.24698 2.18912 4.31800  0.367
C -6.05312 -5.88444 4.72956  -0.445
C -7.26055 -6.24971 5.38540  -0.555
C -8.13235 -5.20317 5.24827  -0.321
N -7.49862 -4.22153 4.53591  0.041
C -6.23161 -4.62813 4.21604  -0.530
H -5.15793 -6.47702 4.64455  0.391
H -7.46415 -7.17459 5.89820  0.388
H -9.14357 -5.07424 5.59438  0.354
H -7.89966 -3.33603 4.28901  0.270
H -5.56997 -3.99401 3.65105  0.445
C 3.88984 8.28098 -1.68619  0.231
C 4.81393 8.13614 -2.75656  -0.882
C 5.82231 7.32065 -2.31709  -0.506
N 5.54267 6.96652 -1.02632  0.035
C 4.36807 7.54523 -0.63424  -0.719
H 2.98172 8.86059 -1.69045  0.407
H 4.74684 8.58280 -3.73412  0.388
H 6.71010 6.96451 -2.81051  0.403
H 6.11329 6.37303 -0.45328  0.210
H 3.97764 7.38384 0.35641  0.432
C 9.88326 -8.27459 -0.81036  -0.384
C 9.09884 -8.52722 -1.96895  -0.397
C 7.83968 -8.05000 -1.72058  -0.465
N 7.83444 -7.51987 -0.45948  0.025
C 9.07424 -7.65243 0.10247  -0.509
H 10.92141 -8.52146 -0.66507  0.392
H 9.42250 -9.00474 -2.87845  0.395
H 6.95244 -8.04172 -2.33014  0.381
H 7.04030 -7.09870 -0.01407  0.197
H 9.27458 -7.29287 1.09696  0.371
C 1.66634 10.97712 2.39372  -0.478
C 1.01896 11.41993 1.20812  -0.414
C 0.99222 10.36265 0.33879  -0.488
N 1.59762 9.30077 0.95256  0.061
C 2.01103 9.66580 2.20432  -0.366
H 1.85712 11.55561 3.28183  0.392
H 0.62003 12.40173 1.01655  0.407
H 0.59594 10.27625 -0.65842  0.378
H 1.72231 8.39340 0.54358  0.152
H 2.51237 8.96579 2.85050  0.365
C 7.53839 1.50434 2.69754  -1.033
C 6.73414 1.15088 1.57775  -0.087
C 5.44054 1.48191 1.88926  -0.604
N 5.43639 2.02192 3.14840  0.017
C 6.71045 2.04009 3.64721  -0.473
H 8.60310 1.37290 2.79454  0.403
H 7.06926 0.69670 0.65743  0.649
H 4.52376 1.36801 1.33291  0.567
H 4.62105 2.34271 3.63522  0.201
H 6.91671 2.42494 4.63126  0.398

lowest unoccupied orbital energy = 0.3 eV
SMILES string = CCCOC[C@@H]1NC(=O)[C@H](CCCCO)[C@]1(CCOC(=O)CC)[C@H](F)CC.c1cc[nH]c1.c1cc[nH]c1.c1cc[nH]c1.c1cc[nH]c1.c1cc[nH]c1.c1cc[nH]c1.c1cc[nH]c1.c1cc[nH]c1

4.
Density functional theory data (wB97M-V/def2-TZVPD) for H12O6 as an isolated structure.

Last column: natural (NBO) charge in e.
CARTESIAN COORDINATES (ANGSTROEM)
O -35.19560 6.11262 -8.17415  -1.067
H -35.52262 5.25199 -7.91222  0.459
H -34.50246 5.92366 -8.80668  0.417
O -32.47497 5.62709 -10.77006  -0.791
H -31.71939 5.05330 -10.89697  0.544
H -32.43093 6.24652 -11.49848  0.516
O -31.92535 5.88407 -8.20915  -1.022
H -31.99076 6.48797 -7.46938  0.448
H -32.78169 5.93162 -8.63419  0.428
O -33.52009 8.39376 -8.29049  -0.970
H -33.09032 8.45247 -7.43720  0.476
H -34.35432 7.96062 -8.10973  0.494
O -34.53159 4.39250 -11.28468  -0.929
H -33.84163 4.99987 -11.01766  0.433
H -34.31339 4.16359 -12.18813  0.453
O -33.69471 5.93629 -9.36336  -0.811
H -33.22326 5.76464 -10.17852  0.418
H -34.03654 6.82443 -9.46626  0.505

lowest unoccupied orbital energy = -0.5 eV

Asked for largest force on an atom across the records above, the calculation gives 4.3 3.2 0.9 16.7 eV Å⁻¹ in order.
Asked for molar mass across the records above, the calculation gives 77.13 492.06 926.24 108.09 g mol⁻¹ in order.
Asked for E across the records above, the calculation gives -6817.4651 -60273.2553 -81520.2037 -12470.2082 eV in order.